Record 1
C47H37CdCl3N7O3P2STe as an isolated structure, computed with ωB97M-V/def2-TZVPD.

XYZ file:
```
102
C47H37CdCl3N7O3P2STe (ωB97M-V/def2-TZVPD)
Cd 0.7909 1.8001 0.4808
N 0.8363 3.8865 -3.6699
C 0.1121 3.1764 -2.8007
N 0.9100 2.6537 -1.9003
C 2.1406 3.1194 -2.2640
N 2.1443 3.8646 -3.3443
C 3.3439 2.8452 -1.4639
C 4.5674 3.4455 -1.7257
N 5.6250 3.2281 -0.9497
C 5.4444 2.4102 0.0839
C 4.2233 1.8048 0.3373
N 3.1772 2.0197 -0.4457
H 0.5304 4.3976 -4.4772
H -0.9618 3.0689 -2.8526
H 4.6806 4.1163 -2.5686
H 6.2922 2.2429 0.7368
H 4.0743 1.1498 1.1843
Te 1.2424 -1.9895 -2.4047
C 0.8495 -4.0574 -2.6154
C 1.8147 -4.9403 -3.0850
C 1.5113 -6.2932 -3.1658
N 0.3340 -6.8139 -2.8157
C -0.5869 -5.9516 -2.3698
C -0.3823 -4.5849 -2.2532
C 0.1348 -1.7702 -0.5831
P -1.1999 -0.5035 -0.6883
C -2.5955 -1.2424 0.2691
C -2.6098 -2.5764 0.6528
C -3.6784 -3.0928 1.3792
C -4.7442 -2.2761 1.7337
C -4.7327 -0.9359 1.3613
C -3.6609 -0.4250 0.6411
C -1.9409 -0.7338 -2.3875
C -1.3297 -0.0758 -3.4580
C -1.8158 -0.1664 -4.7539
C -2.9444 -0.9345 -5.0162
C -3.5649 -1.6030 -3.9713
C -3.0691 -1.5032 -2.6726
P 1.4309 -1.0517 0.4999
C 0.6181 -1.0097 2.2152
C 1.2649 0.1208 3.0405
C 1.2300 -0.1137 4.5177
C 0.8992 -1.2950 5.0384
C 0.5353 -2.4442 4.1891
C 0.4017 -2.3308 2.8690
C 2.6205 -2.4274 0.7996
C 3.8922 -2.1385 1.2889
C 4.8197 -3.1496 1.5211
C 4.4894 -4.4691 1.2452
C 3.2243 -4.7703 0.7511
C 2.2982 -3.7582 0.5351
H 2.8010 -4.5867 -3.3636
H 2.2593 -6.9989 -3.5162
H -1.5440 -6.3827 -2.0898
H -1.1622 -3.9387 -1.8681
H -1.7616 -3.2008 0.3886
H -3.6740 -4.1351 1.6782
H -5.5717 -2.6754 2.3086
H -5.5517 -0.2860 1.6465
H -3.6464 0.6264 0.3694
H -0.4341 0.4969 -3.2624
H -1.3038 0.3435 -5.5633
H -3.3267 -1.0196 -6.0271
H -4.4425 -2.2099 -4.1641
H -3.5795 -2.0271 -1.8746
H 2.2725 0.4269 2.7474
H 1.5192 0.7164 5.1581
H 0.9041 -1.4384 6.1152
H 0.3808 -3.4041 4.6723
H 0.1242 -3.1736 2.2442
H 4.1626 -1.1081 1.4934
H 5.8026 -2.9044 1.9084
H 5.2144 -5.2586 1.4109
H 2.9562 -5.7972 0.5262
H 1.3119 -3.9882 0.1458
C -0.6894 1.8599 3.3504
C 0.1237 0.9940 2.4362
O -0.6126 -0.2511 2.0992
H -1.0162 1.3054 4.2390
H -1.5806 2.2298 2.8328
H -0.0954 2.7220 3.6721
Cl 2.2746 4.6601 4.8303
C 2.5680 5.1382 3.1446
Cl 1.5197 6.5198 2.7605
Cl 4.2681 5.6411 2.9558
C 2.3215 3.8864 2.1969
O 1.5517 4.0980 1.2266
O 2.9479 2.8793 2.5237
S -2.7587 5.4986 1.2539
C -1.3093 4.5991 0.9134
N -1.4261 3.6291 0.0723
C -2.7427 3.5288 -0.3781
C -3.2162 2.5874 -1.2925
C -4.5489 2.6089 -1.6509
C -5.4238 3.5587 -1.1066
C -4.9734 4.4974 -0.1967
C -3.6261 4.4738 0.1608
H -0.3681 4.8645 1.3874
H -2.5475 1.8253 -1.6730
H -4.9198 1.8661 -2.3484
H -6.4688 3.5508 -1.3917
H -5.6494 5.2298 0.2301
```

The frontier orbital gap comes out at 0.209 Ha. The value obtained for the strongest force on any atom is 0.78 eV Å⁻¹. As for the spin multiplicity: 1. The calculation puts the total energy at -5319.481358 Ha. The LUMO energy is 1.984 eV. As for the total charge: -1.


Record 2
C3H3Cl2F as an isolated structure at a distorted geometry, computed with ωB97M-V/def2-TZVPD.

XYZ file:
```
9
C3H3Cl2F (ωB97M-V/def2-TZVPD)
C 1.2066 0.3178 -0.2229
C 0.2241 -0.2528 0.5073
C -1.1332 0.3166 0.5353
H 1.0145 1.1426 -1.1506
H 0.8153 -0.7197 1.6547
H -1.5119 0.6862 1.4591
F -1.0484 1.5422 -0.1286
Cl 2.7851 -0.2914 -0.0926
Cl -2.3538 -0.7249 -0.2441
```

The frontier orbital gap comes out at 0.382 Ha. The value obtained for the strongest force on any atom is 5.51 eV Å⁻¹. As for the spin multiplicity: 1. The calculation puts the total energy at -1136.269599 Ha. The LUMO energy is 0.439 eV. The energy relative to the best compared isomer or geometry (same formula, charge and spin) is 42.5 kcal/mol. As for the total charge: 0.


Record 3
A 2-piece molecular cluster, C3H9N3 overall at a distorted geometry, computed with ωB97M-V/def2-TZVPD.

XYZ file:
```
15
C3H9N3 (ωB97M-V/def2-TZVPD)
C -0.3625 -0.1774 1.9655
C -0.4623 0.4866 -0.8600
C -1.5944 -0.4034 1.0630
N 1.9691 0.4161 -2.2580
N 1.6316 0.5107 -1.0174
N -1.5165 0.0225 -0.2986
H 0.2725 0.6569 1.4211
H -0.6447 0.1896 3.0040
H 0.2936 -1.0641 2.2388
H -0.5626 0.5629 -1.8769
H 1.8080 1.1873 -2.8360
H 1.5226 -0.4204 -0.5500
H -1.8798 -1.4698 1.0352
H -2.4638 -0.0064 1.5470
H 1.9893 -0.4911 -2.5777
```

The frontier orbital gap comes out at 0.297 Ha. The value obtained for the strongest force on any atom is 5.76 eV Å⁻¹. As for the spin multiplicity: 1. The calculation puts the total energy at -283.779730 Ha. The LUMO energy is 0.798 eV. The energy relative to the best compared isomer or geometry (same formula, charge and spin) is 127.6 kcal/mol. As for the total charge: 0.